{
  "formula": "C24H70N2O10",
  "method": "wB97M-V/def2-TZVPD",
  "orbital_gap_ev": 9.374,
  "e_above_lowest_kcal_mol": 85.0,
  "smiles": "COC[C@H](C)N.COC[C@H](C)N.CCO.CCO.CCO.CCO.CCO.CCO.CCO.CCO",
  "elements": ["C", "O", "C", "C", "C", "N", "H", "H", "H", "H", "H", "H", "H", "H", "H", "H", "H", "C", "O", "C", "C", "C", "N", "H", "H", "H", "H", "H", "H", "H", "H", "H", "H", "H", "C", "C", "O", "H", "H", "H", "H", "H", "H", "C", "C", "O", "H", "H", "H", "H", "H", "H", "C", "C", "O", "H", "H", "H", "H", "H", "H", "C", "C", "O", "H", "H", "H", "H", "H", "H", "C", "C", "O", "H", "H", "H", "H", "H", "H", "C", "C", "O", "H", "H", "H", "H", "H", "H", "C", "C", "O", "H", "H", "H", "H", "H", "H", "C", "C", "O", "H", "H", "H", "H", "H", "H"],
  "xyz": [[-20.56, 25.03, -33.24], [-21.34, 24.22, -32.39], [-22.32, 25.04, -31.79], [-23.50, 24.20, -31.40], [-24.60, 25.03, -30.63], [-22.91, 23.18, -30.46], [-21.20, 25.54, -33.96], [-19.82, 24.45, -33.79], [-20.08, 25.75, -32.59], [-21.95, 25.44, -30.84], [-22.78, 25.80, -32.43], [-23.85, 23.68, -32.29], [-24.94, 25.89, -31.21], [-24.26, 25.39, -29.65], [-25.51, 24.45, -30.49], [-22.17, 22.81, -31.03], [-22.55, 23.50, -29.57], [-23.02, 19.19, -26.33], [-23.74, 20.31, -26.75], [-23.84, 20.58, -28.18], [-25.28, 21.03, -28.66], [-26.54, 20.05, -28.65], [-25.10, 21.37, -30.09], [-22.04, 19.51, -26.65], [-23.14, 18.28, -26.92], [-23.13, 19.05, -25.25], [-23.09, 21.33, -28.45], [-23.59, 19.67, -28.71], [-25.54, 21.90, -28.05], [-26.42, 19.20, -29.33], [-27.44, 20.60, -28.90], [-26.70, 19.63, -27.65], [-24.34, 22.02, -30.23], [-24.70, 20.55, -30.53], [-26.46, 21.46, -23.38], [-25.06, 21.01, -23.81], [-24.67, 21.91, -24.80], [-27.27, 21.77, -24.05], [-26.20, 22.36, -22.83], [-26.88, 20.91, -22.54], [-24.97, 20.00, -24.21], [-24.32, 21.01, -23.01], [-24.20, 21.41, -25.47], [-26.07, 18.82, -33.98], [-26.86, 18.47, -32.71], [-28.11, 18.00, -33.24], [-25.04, 18.85, -33.63], [-26.40, 19.76, -34.44], [-26.10, 17.94, -34.62], [-26.95, 19.33, -32.05], [-26.33, 17.71, -32.13], [-28.41, 18.74, -33.77], [-27.08, 17.50, -25.18], [-27.09, 16.89, -26.61], [-25.83, 16.26, -26.95], [-28.06, 17.94, -25.00], [-26.24, 18.19, -25.05], [-26.84, 16.88, -24.32], [-27.31, 17.61, -27.40], [-27.87, 16.14, -26.72], [-25.62, 15.66, -26.23], [-19.59, 22.60, -25.45], [-19.50, 21.53, -26.50], [-19.07, 20.20, -26.09], [-19.62, 23.62, -25.83], [-18.84, 22.48, -24.67], [-20.57, 22.43, -25.01], [-18.72, 21.80, -27.21], [-20.53, 21.36, -26.81], [-18.38, 19.92, -26.69], [-27.16, 25.10, -27.37], [-26.69, 26.51, -27.71], [-27.67, 27.06, -28.48], [-27.00, 24.42, -28.21], [-28.15, 25.04, -26.91], [-26.49, 24.79, -26.57], [-25.74, 26.44, -28.25], [-26.53, 27.02, -26.76], [-28.54, 27.06, -28.07], [-23.26, 17.03, -30.37], [-22.75, 17.64, -31.67], [-21.39, 18.02, -31.30], [-23.36, 17.73, -29.54], [-22.55, 16.28, -30.01], [-24.24, 16.59, -30.50], [-23.26, 18.52, -32.07], [-22.67, 16.78, -32.33], [-20.94, 18.59, -31.92], [-28.55, 23.73, -31.80], [-28.20, 22.28, -31.70], [-27.04, 21.96, -32.47], [-29.22, 23.89, -32.65], [-27.63, 24.27, -32.01], [-29.07, 24.10, -30.92], [-29.00, 21.56, -31.86], [-27.95, 22.08, -30.65], [-26.29, 21.87, -31.88], [-22.50, 24.68, -25.23], [-22.99, 24.75, -26.66], [-22.27, 24.02, -27.65], [-21.45, 24.97, -25.25], [-22.48, 23.63, -24.94], [-23.04, 25.34, -24.55], [-23.06, 25.79, -26.99], [-23.99, 24.32, -26.58], [-22.42, 23.08, -27.52]]
}